The following is a DFT calculation (wB97M-V/def2-TZVPD) of C29H40IN9O4Tb as an isolated structure.

The geometry in XYZ format:
```
84
Properties=species:S:1:pos:R:3:forces:R:3
Tb 0.19559 0.82584 0.75278 -2.171 -1.499 0.212
C -0.53481 5.34394 -2.44892 -0.101 0.173 -0.192
O -0.15681 4.24734 -1.65212 0.498 -0.241 0.149
C 1.11379 3.74814 -1.80912 -0.476 -0.189 0.459
C 1.94149 4.01424 -2.87372 -0.056 0.057 0.014
C 3.22549 3.46604 -2.91992 0.079 -0.082 0.029
C 3.65199 2.63944 -1.91392 -0.033 -0.107 0.097
C 2.81489 2.30054 -0.83652 -0.763 0.627 -0.114
C 3.29209 1.38284 0.16918 -0.199 -0.455 0.510
N 2.43619 0.73854 0.88338 1.431 0.426 0.139
N 2.81539 -0.23466 1.77578 0.545 -0.498 0.198
C 1.87719 -0.49646 2.66428 0.676 0.254 -0.370
O 0.78789 0.16844 2.79488 0.051 0.031 0.463
C 2.08539 -1.72706 3.45968 0.020 -0.198 0.323
C 1.03659 -2.24516 4.21528 0.096 0.339 -0.140
C 1.14809 -3.49246 4.79938 -0.029 -0.147 0.080
C 2.30749 -4.23466 4.63738 -0.019 -0.033 -0.023
C 3.37029 -3.70646 3.91778 0.063 -0.039 0.018
C 3.26779 -2.45646 3.33918 -0.089 0.158 0.125
C 1.51049 2.87824 -0.74362 1.335 0.831 -1.278
O 0.69889 2.71744 0.25998 0.128 1.441 -0.035
H -1.43031 5.76114 -1.99062 0.037 -0.032 -0.057
H -0.77081 5.02964 -3.47182 0.061 0.072 0.001
H 0.24479 6.11004 -2.46952 -0.023 -0.020 -0.023
H 1.62529 4.66794 -3.67222 -0.106 0.068 -0.027
H 3.87499 3.70884 -3.74582 0.083 0.005 -0.066
H 4.64529 2.21664 -1.93612 0.146 -0.040 -0.041
H 4.36639 1.22684 0.28858 -0.091 -0.138 0.024
H 0.13839 -1.65476 4.32948 -0.071 0.011 -0.038
H 0.32889 -3.88926 5.38088 -0.057 -0.040 0.062
H 2.38969 -5.21606 5.07838 0.010 -0.094 0.074
H 4.28429 -4.26856 3.80578 0.105 -0.088 0.038
H 4.08929 -2.02416 2.78998 0.064 -0.026 -0.097
C 2.23629 -1.31766 -1.55712 -0.236 0.278 0.264
N 1.67059 -0.67506 -2.70642 0.077 0.083 -0.277
C 2.08899 -1.15596 -4.00352 -0.034 -0.025 -0.130
C 1.19469 -0.36236 -4.94832 0.177 -0.058 -0.131
N 0.14209 0.14104 -4.07742 0.039 -0.158 0.116
C -0.80901 1.03154 -4.70452 -0.277 0.105 0.153
C 0.48449 0.00594 -2.75492 0.229 -0.192 0.204
N -0.10501 0.37354 -1.65612 -0.137 0.176 -0.155
C -1.37071 1.11024 -1.66312 -0.268 -0.257 0.029
C -2.42181 0.42484 -0.77372 -0.185 -0.020 -0.291
N -2.17391 0.68974 0.63868 -0.813 0.168 0.006
C -3.04681 0.34794 1.53648 0.125 0.106 -0.014
N -2.90981 0.75404 2.82648 -0.220 -0.085 -0.063
C -1.84091 1.55174 3.36758 0.310 0.034 0.008
C -3.77221 0.00284 3.70838 -0.095 -0.134 0.072
C -4.83991 -0.49106 2.73938 -0.098 0.036 0.181
N -4.16411 -0.46436 1.44508 0.293 -0.071 0.268
C -5.07341 -0.55956 0.31888 0.055 -0.010 -0.298
H 3.30549 -1.09316 -1.51552 -0.040 -0.072 0.145
H 2.09669 -2.40246 -1.61842 -0.024 -0.023 0.094
H 1.75319 -0.92546 -0.65662 0.319 -0.402 -0.341
H 1.91869 -2.23976 -4.09052 0.024 0.125 0.029
H 3.15339 -0.95856 -4.15932 -0.100 -0.061 -0.048
H 0.75899 -0.98186 -5.73742 0.126 0.080 0.050
H 1.73099 0.47544 -5.41402 -0.046 -0.107 0.063
H -0.57901 1.07234 -5.76852 0.036 0.035 0.067
H -0.74811 2.04264 -4.29892 -0.038 0.033 -0.056
H -1.82951 0.65034 -4.61292 0.035 0.134 -0.032
H -1.80931 1.18374 -2.65542 0.041 0.135 0.173
H -1.20371 2.12884 -1.27492 -0.140 -0.106 -0.271
H -2.40711 -0.65656 -0.98292 -0.045 0.178 -0.039
H -3.39411 0.83764 -1.06372 0.099 -0.096 -0.056
H -1.36811 2.15004 2.56888 -0.290 -0.132 0.366
H -1.08181 0.93714 3.86798 -0.079 0.153 -0.179
H -2.26771 2.23964 4.10138 0.087 0.058 -0.107
H -4.17611 0.64104 4.49468 0.004 -0.046 0.002
H -3.22721 -0.82856 4.17698 -0.046 0.064 -0.014
H -5.70721 0.18134 2.72658 0.059 -0.019 0.016
H -5.18741 -1.50246 2.95838 0.001 0.105 0.031
H -5.86511 -1.25306 0.59898 0.025 0.009 -0.018
H -4.58321 -0.95956 -0.56342 -0.046 0.022 0.010
H -5.53311 0.40604 0.08218 -0.017 -0.037 -0.011
N 1.18129 -3.35516 1.04638 0.105 0.113 0.018
C -0.00581 -2.74396 0.99938 0.115 -0.463 -0.273
O -0.12351 -1.53126 0.83148 -0.053 -0.362 0.033
C -1.21721 -3.64016 1.03238 -0.001 0.155 -0.188
I -1.73611 -3.95516 -1.03032 -0.085 -0.049 0.181
H 2.02039 -2.78886 1.10308 -0.137 -0.031 -0.023
H 1.26709 -4.33116 1.27688 -0.069 0.049 0.025
H -2.06411 -3.14246 1.49758 0.096 0.029 -0.043
H -1.03301 -4.60976 1.48578 -0.004 0.023 -0.057
```
Positions in Å, forces in eV/Å.

As for the total energy: -82855.276 eV. The total charge is +1. Its multiplicity is 7. Its expectation value of S² is 12.604. The value obtained for the HOMO energy (alpha / beta) is -9.86 / -9.86 eV. Its HOMO-LUMO gap (alpha / beta) is 7.411 / 7.409 eV.